1.
{
  "formula": "C37H41Br2ClF4N6O2Tl",
  "method": "ωB97M-V with the def2-TZVPD basis set",
  "species": ["Tl", "Br", "Br", "Cl", "F", "F", "F", "F", "O", "O", "N", "N", "N", "N", "N", "N", "C", "C", "C", "C", "C", "C", "C", "C", "C", "C", "C", "C", "C", "C", "C", "C", "C", "C", "C", "C", "C", "C", "C", "C", "C", "C", "C", "C", "C", "C", "C", "C", "C", "C", "C", "C", "C", "H", "H", "H", "H", "H", "H", "H", "H", "H", "H", "H", "H", "H", "H", "H", "H", "H", "H", "H", "H", "H", "H", "H", "H", "H", "H", "H", "H", "H", "H", "H", "H", "H", "H", "H", "H", "H", "H", "H", "H", "H"],
  "positions_angstrom": [[-1.288, 2.056, -0.037], [-2.080, 2.667, 5.303], [2.871, 0.062, 6.114], [-4.310, -4.355, 1.660], [0.270, 7.072, 0.426], [2.854, 3.663, -2.955], [2.690, 7.624, -0.431], [0.378, 3.052, -2.180], [1.981, -4.156, -3.177], [-1.114, 2.741, 2.454], [1.345, 2.024, 1.414], [-3.707, 3.696, -0.166], [0.862, -1.609, -2.984], [-1.046, 4.551, -0.450], [0.495, 0.130, -1.625], [0.606, -2.042, -1.733], [0.532, -3.443, -1.383], [-1.884, 5.419, 0.354], [0.382, -0.983, -0.939], [-2.693, -5.650, -0.073], [1.785, -4.264, -1.770], [-1.464, -6.123, -0.497], [-5.224, 4.546, -2.023], [-5.138, 1.657, -0.067], [-2.780, -4.976, 1.136], [1.072, 1.787, 2.712], [2.829, -3.487, 0.475], [2.212, 4.497, -2.106], [1.458, -5.772, -1.619], [1.025, -6.384, -0.271], [-0.431, -5.272, 1.481], [3.081, -3.794, -1.007], [1.675, 0.969, 4.926], [2.117, 6.475, -0.853], [0.847, 6.175, -0.417], [0.485, 1.430, 5.432], [0.949, 4.181, -1.690], [-0.421, 2.063, 4.596], [2.507, 1.670, 0.919], [-1.657, -4.796, 1.924], [4.159, -4.881, -1.119], [3.459, 0.952, 1.659], [3.205, 0.674, 2.974], [3.669, -2.520, -1.642], [-3.354, 4.938, 0.514], [2.010, 1.134, 3.569], [2.846, 5.660, -1.698], [-0.310, -5.917, 0.255], [-4.817, 3.031, 0.510], [-0.235, 2.238, 3.202], [-3.907, 3.884, -1.600], [0.164, 4.977, -0.796], [0.791, -0.296, -2.870], [5.109, -4.491, -0.751], [-5.870, 1.153, 0.566], [3.785, -3.286, 0.962], [1.799, -6.229, 0.481], [0.345, -3.488, -0.316], [-0.322, -3.881, -1.902], [-3.579, -5.795, -0.677], [3.911, -5.766, -0.531], [3.840, 5.918, -2.027], [-3.070, 4.486, -1.952], [4.641, -2.316, -1.188], [-4.523, 2.908, 1.555], [3.913, 0.115, 3.571], [2.330, -6.317, -1.980], [0.949, -7.461, -0.448], [0.151, -1.060, 0.112], [-5.552, 1.724, -1.074], [-6.083, 3.908, -1.812], [-4.019, 5.751, 0.184], [0.969, 0.378, -3.692], [-5.370, 5.503, -1.521], [0.672, -5.958, -2.353], [2.362, -4.321, 1.000], [1.782, -3.243, -3.449], [-1.737, -4.280, 2.871], [-1.398, -6.656, -1.439], [-3.829, 2.907, -2.088], [2.692, 1.933, -0.116], [-3.544, 4.789, 1.577], [3.824, -2.650, -2.711], [0.445, -5.122, 2.102], [0.245, 1.296, 6.478], [-1.462, 5.517, 1.361], [-4.237, 1.044, -0.103], [4.379, 0.629, 1.190], [3.043, -1.644, -1.476], [2.208, -2.600, 0.607], [-1.910, 6.426, -0.078], [4.292, -5.170, -2.163], [-5.201, 4.730, -3.098], [-5.730, 3.650, 0.497]],
  "lowdin_charge": [0.91, 0.71, 0.69, 0.67, 0.05, 0.06, 0.06, -0.02, -0.03, -0.23, 0.10, -0.25, 0.09, -0.08, 0.04, -0.11, -0.04, -0.22, -0.18, -0.10, -0.42, -0.05, -0.09, -0.09, -0.68, -0.15, -0.03, -0.25, -0.11, -0.13, -0.05, -0.49, -0.64, -0.24, -0.14, -0.20, -0.18, -0.61, -0.14, -0.10, -0.05, -0.06, -0.05, -0.04, -0.18, -0.21, 0.02, -0.25, -0.27, -0.47, -0.26, -0.22, -0.18, 0.08, 0.07, 0.09, 0.10, 0.11, 0.14, 0.10, 0.08, 0.12, 0.11, 0.09, 0.12, 0.07, 0.11, 0.12, 0.13, 0.06, 0.06, 0.10, 0.12, 0.06, 0.12, 0.06, 0.06, 0.11, 0.12, 0.10, 0.10, 0.11, 0.09, 0.11, 0.09, 0.11, 0.04, 0.10, 0.07, 0.08, 0.11, 0.09, 0.07, 0.11],
  "de_lowest_ev": 0.000,
  "spin_multiplicity": 1,
  "energy_ha": -8093.7935,
  "total_charge": -1
}

---

2.
{
  "formula": "C2H22NO8",
  "method": "ωB97M-V with the def2-TZVPD basis set",
  "species": ["O", "O", "O", "O", "O", "O", "O", "O", "N", "C", "C", "H", "H", "H", "H", "H", "H", "H", "H", "H", "H", "H", "H", "H", "H", "H", "H", "H", "H", "H", "H", "H", "H"],
  "positions_angstrom": [[-1.251, 2.902, -2.794], [1.212, 2.203, 0.260], [-2.816, 0.776, -1.221], [-1.216, -4.372, 0.362], [-2.197, 0.222, 2.806], [2.540, 1.099, -2.251], [0.616, -1.049, -2.688], [-0.475, -1.115, -0.302], [0.694, 0.196, 1.848], [1.598, -1.377, 3.497], [1.691, -0.833, 2.295], [-1.257, -0.583, -0.482], [-0.005, 0.363, 2.610], [1.162, -1.032, 4.441], [-3.499, 0.669, -1.912], [-2.768, -0.543, 2.699], [2.315, -1.198, 1.463], [0.181, -0.124, 1.009], [2.015, 2.297, -0.238], [-2.830, 0.759, 3.284], [2.699, 0.202, -2.592], [0.243, -0.729, -0.836], [0.653, -1.537, -3.500], [0.779, -0.107, -2.733], [-1.482, 3.614, -2.217], [2.987, 1.695, -2.849], [-0.691, -4.766, -0.363], [0.478, 2.806, 0.145], [-1.559, 2.654, -3.659], [1.147, 1.151, 1.650], [2.283, -2.127, 3.882], [-2.280, 1.331, -1.820], [-0.966, -3.445, 0.206]],
  "lowdin_charge": [-0.04, -0.03, -0.07, -0.07, -0.04, -0.05, -0.03, -0.05, 0.13, 0.05, -0.12, 0.03, 0.13, 0.09, 0.06, 0.06, 0.13, 0.07, 0.04, 0.05, 0.05, 0.03, 0.06, 0.02, 0.05, 0.05, 0.05, 0.07, 0.05, 0.13, 0.07, 0.00, 0.00],
  "de_lowest_ev": 2.748,
  "spin_multiplicity": 1,
  "energy_ha": -745.7917,
  "total_charge": 1
}

---

3.
{
  "formula": "C3H34N2O15",
  "method": "ωB97M-V with the def2-TZVPD basis set",
  "species": ["O", "O", "O", "O", "O", "O", "O", "O", "O", "O", "O", "O", "O", "O", "O", "N", "N", "C", "C", "C", "H", "H", "H", "H", "H", "H", "H", "H", "H", "H", "H", "H", "H", "H", "H", "H", "H", "H", "H", "H", "H", "H", "H", "H", "H", "H", "H", "H", "H", "H", "H", "H", "H", "H"],
  "positions_angstrom": [[-1.027, -0.314, 2.107], [-4.095, -0.986, -1.468], [-0.453, 1.847, -3.016], [-1.846, -3.588, -1.477], [-2.669, -3.024, 1.993], [-2.126, 0.469, 4.201], [2.119, 2.548, -2.484], [-0.584, -1.102, -1.084], [2.206, -0.229, 2.214], [0.480, 2.389, 2.619], [-2.692, 3.272, -1.170], [2.373, 1.868, 0.318], [-0.181, -3.690, 1.741], [0.211, 3.846, -0.248], [0.139, -0.892, -3.991], [1.563, -1.508, -0.132], [1.051, 0.418, -1.371], [0.628, -0.707, -0.831], [3.263, -0.641, 1.417], [2.963, -1.262, 0.112], [3.613, -2.142, -0.189], [2.253, 1.397, 1.130], [2.050, 2.743, 0.532], [-0.133, 1.495, -3.842], [-0.179, 2.755, -3.133], [-1.600, -4.336, -2.106], [-0.587, -3.380, 2.568], [-3.373, -0.370, -1.531], [2.327, 3.510, -2.527], [0.994, -2.248, 0.483], [0.744, -1.597, -4.442], [-1.037, -0.221, 1.156], [-3.846, -1.711, -2.065], [-1.137, -3.021, -1.323], [-2.957, -2.559, 2.654], [3.882, -1.315, 1.983], [-0.972, -4.360, 1.374], [1.965, 0.684, -1.392], [0.121, 2.932, 3.347], [-1.250, -1.280, 2.240], [-3.411, 3.136, -1.819], [-3.032, 0.403, 4.226], [-3.124, -3.177, 1.265], [3.717, 0.315, 1.376], [2.139, 2.502, -1.475], [-0.346, 4.567, 0.166], [0.350, 0.988, -1.867], [1.330, -0.661, 2.246], [3.379, -0.499, -0.656], [-0.121, 3.071, 0.398], [0.455, -0.784, -3.107], [-1.741, 0.446, 3.329], [-2.056, 2.539, -1.225], [0.259, 1.464, 2.777]],
  "lowdin_charge": [-0.05, -0.06, -0.04, -0.06, 0.09, -0.03, -0.09, -0.06, -0.08, -0.04, -0.08, -0.05, -0.15, -0.13, -0.08, 0.06, 0.16, -0.54, -0.27, -0.18, 0.14, 0.00, 0.03, 0.05, 0.05, 0.08, 0.01, 0.00, 0.07, 0.17, 0.10, 0.05, 0.03, -0.06, -0.03, 0.12, 0.15, 0.03, 0.07, 0.08, 0.05, -0.01, -0.01, 0.10, 0.03, 0.07, 0.06, 0.08, 0.14, 0.09, -0.03, -0.05, 0.01, 0.01],
  "de_lowest_ev": 4.559,
  "spin_multiplicity": 1,
  "energy_ha": -1372.7264
}

---

4.
{
  "formula": "C11H13F2N",
  "method": "ωB97M-V with the def2-TZVPD basis set",
  "species": ["F", "F", "N", "C", "C", "C", "C", "C", "C", "C", "C", "C", "C", "C", "H", "H", "H", "H", "H", "H", "H", "H", "H", "H", "H", "H", "H"],
  "positions_angstrom": [[-3.851, 0.850, 3.782], [1.788, -2.722, -0.121], [1.694, 0.833, -2.886], [2.104, -0.565, -1.042], [-2.419, 1.681, 1.955], [1.097, -0.035, -0.006], [-3.028, 0.657, 2.732], [2.737, 0.376, -1.991], [-0.313, -0.228, -0.518], [-1.523, 1.425, 0.934], [-1.828, -0.924, 1.367], [2.341, -1.921, -1.087], [-1.270, 0.077, 0.585], [-2.710, -0.656, 2.406], [-3.123, -1.485, 2.944], [-0.489, 0.446, -1.384], [-1.610, -1.946, 1.121], [3.547, -0.045, -2.551], [2.986, -2.387, -1.841], [-1.051, 2.190, 0.324], [-0.458, -1.279, -0.850], [1.254, 0.996, 0.157], [3.208, 1.199, -1.406], [0.949, 1.337, -2.414], [1.336, 0.055, -3.432], [1.217, -0.611, 0.932], [-2.588, 2.682, 2.292]],
  "lowdin_charge": [0.06, -0.02, 0.01, -0.23, -0.01, -0.14, -0.26, -0.26, -0.17, -0.03, -0.03, -0.08, -0.24, -0.01, 0.11, 0.11, 0.11, 0.10, 0.12, 0.12, 0.13, 0.10, 0.13, 0.06, 0.08, 0.13, 0.10],
  "de_lowest_ev": 0.000,
  "smiles": "NC/C(=C/F)CCc1ccc(F)cc1",
  "spin_multiplicity": 1,
  "energy_ha": -681.3990
}

---

Number 1: LUMO level 2.023 eV. Number 2: LUMO level -2.724 eV. Number 3: LUMO level 0.159 eV. Number 4: LUMO level 0.834 eV.